# 1
This record from the OMol25 dataset describes the molecule C3H5N3. The level of theory is ωB97M-V/def2-TZVPD.

```
11
Properties=species:S:1:pos:R:3:lowdin_charge:R:1
H -2.164 0.360 0.493 0.08
N 0.349 1.083 -0.165 0.02
H -1.787 -1.360 0.680 0.08
N 0.854 -1.014 0.161 0.10
N 1.691 1.082 -0.162 0.03
C -1.596 -0.473 0.068 -0.02
C -0.150 -0.173 0.031 -0.41
C 1.952 -0.212 0.039 -0.22
H -0.149 1.956 -0.302 0.16
H 2.968 -0.581 0.097 0.10
H -1.969 -0.667 -0.942 0.08
```

Energy relative to the best compared isomer or geometry (same formula, charge and spin) = 0.138 eV
Spin multiplicity = 1
HOMO-LUMO gap = 10.522 eV
SMILES = Cc1ncn[nH]1
Total charge = 0

=====

# 2
This record from the OMol25 dataset describes a cluster of 2 separate species, C3H5N3 in total. The level of theory is ωB97M-V/def2-TZVPD.

```
11
Properties=species:S:1:pos:R:3:lowdin_charge:R:1
N -1.528 0.310 -0.728 -0.12
C 1.796 -0.121 0.338 -0.48
H -1.565 1.738 0.742 0.00
H 2.142 -1.119 2.184 0.17
C -1.743 -0.475 -1.655 -0.05
C -1.081 1.001 0.219 0.07
H 1.845 0.729 2.163 0.12
H -1.372 -0.363 -2.612 0.05
H -2.296 -1.369 -1.473 0.07
N 1.782 -0.170 -0.804 0.12
N 2.018 -0.161 1.627 0.05
```

Energy relative to the best compared isomer or geometry (same formula, charge and spin) = 4.264 eV
Spin multiplicity = 1
HOMO-LUMO gap = 8.543 eV
Total charge = 0

=====

# 3
This record from the OMol25 dataset describes the molecule C3H5N3. The level of theory is ωB97M-V/def2-TZVPD.

```
11
Properties=species:S:1:pos:R:3:lowdin_charge:R:1
H 0.859 -1.757 -0.890 0.11
C 0.320 1.915 0.850 -0.09
H 0.335 2.671 1.602 0.09
N 0.847 0.615 0.592 -0.02
H -0.155 -1.974 0.685 0.06
N 0.428 0.760 -0.762 -0.03
H -0.810 -1.774 -0.792 0.04
N -0.326 -0.132 0.091 -0.09
C -0.022 -1.489 -0.226 -0.10
H -0.782 2.667 -0.939 0.08
C -0.127 2.054 -0.399 -0.06
```

Energy relative to the best compared isomer or geometry (same formula, charge and spin) = 6.227 eV
Spin multiplicity = 1
HOMO-LUMO gap = 11.042 eV
SMILES = Cn1n2ccn12
Total charge = 0

=====

# 4
This record from the OMol25 dataset describes the molecule C3H5N3. The level of theory is ωB97M-V/def2-TZVPD.

```
11
Properties=species:S:1:pos:R:3:lowdin_charge:R:1
C -0.619 -0.179 -0.006 -0.44
H 2.361 1.158 0.141 0.11
N 1.419 -0.733 -0.086 -0.05
H -2.275 -1.312 0.113 0.08
H -2.612 0.326 -0.138 0.08
H -0.232 2.048 0.052 0.09
N 0.167 -1.240 -0.123 0.06
H 2.199 -1.352 -0.224 0.14
C 1.438 0.612 0.005 -0.12
N -1.975 -0.356 0.239 0.09
C 0.128 1.029 0.025 -0.04
```

Energy relative to the best compared isomer or geometry (same formula, charge and spin) = 0.503 eV
Spin multiplicity = 1
HOMO-LUMO gap = 9.335 eV
SMILES = Nc1cc[nH]n1
Total charge = 0

=====

# 5
This record from the OMol25 dataset describes the molecule C3H5N3. The level of theory is ωB97M-V/def2-TZVPD.

```
11
Properties=species:S:1:pos:R:3:lowdin_charge:R:1
H -1.110 0.722 -0.840 0.12
H 0.863 -2.318 0.624 0.06
C 0.660 1.502 -0.049 -0.08
C -0.080 -0.836 -0.085 -0.47
N -0.175 0.440 -0.587 -0.03
H 0.200 1.932 0.851 0.09
C -1.384 -1.488 0.083 -0.14
H 0.782 2.291 -0.794 0.08
N -2.412 -1.963 0.317 0.16
N 1.018 -1.378 0.268 0.15
H 1.637 1.096 0.213 0.07
```

Energy relative to the best compared isomer or geometry (same formula, charge and spin) = 0.946 eV
Spin multiplicity = 1
HOMO-LUMO gap = 10.405 eV
SMILES = [H]/N=C(\C#N)NC
Total charge = 0

=====

# 6
This record from the OMol25 dataset describes the molecule C3H5N3. The level of theory is ωB97M-V/def2-TZVPD.

```
11
Properties=species:S:1:pos:R:3:lowdin_charge:R:1
H 1.243 1.801 -0.705 0.07
H -0.227 1.610 -1.667 0.07
N 0.135 -2.110 0.444 0.07
C 0.182 1.542 -0.652 -0.05
C -0.019 0.146 -0.068 -0.32
N -1.006 -0.067 0.741 0.02
H -0.316 2.341 -0.075 0.08
H 1.592 -1.295 -0.899 0.11
H -1.202 -1.414 2.068 0.13
N -1.079 -1.370 1.041 -0.05
C 0.697 -1.169 -0.259 -0.12
```

Energy relative to the best compared isomer or geometry (same formula, charge and spin) = 1.772 eV
Spin multiplicity = 1
HOMO-LUMO gap = 10.783 eV
SMILES = Cc1cn[nH]n1
Total charge = 0

=====

# 7
This record from the OMol25 dataset describes a structure of composition C3H5N3. The level of theory is ωB97M-V/def2-TZVPD.

```
11
Properties=species:S:1:pos:R:3:lowdin_charge:R:1
H 2.082 0.909 0.747 0.10
C -0.691 0.008 -0.062 -0.28
N -1.927 -0.282 0.413 0.09
N 1.399 -0.808 -0.185 -0.18
H -0.077 2.200 -0.447 0.11
H 2.329 -1.179 -0.374 0.15
H -2.069 -1.276 0.313 0.09
C 0.069 1.129 -0.192 -0.05
N 0.284 -1.459 -0.453 0.04
C 1.288 0.474 0.179 -0.17
H -2.680 0.295 0.061 0.10
```

Energy relative to the best compared isomer or geometry (same formula, charge and spin) = 4.650 eV
Spin multiplicity = 1
HOMO-LUMO gap (spin up / spin down) = 8.062 / 8.061 eV
Total charge = 0

=====

# 8
This record from the OMol25 dataset describes a cluster of 2 separate species, C3H5N3 in total. The level of theory is ωB97M-V/def2-TZVPD.

```
11
Properties=species:S:1:pos:R:3:lowdin_charge:R:1
H -0.452 1.656 -2.346 0.05
N -1.927 -0.190 0.425 0.13
H 1.333 0.729 0.847 0.07
N 0.737 0.719 -1.092 -0.14
C -0.199 0.696 -1.887 0.03
N -0.797 -1.771 1.906 0.13
C 1.620 0.595 -0.190 -0.02
C -1.290 -0.965 1.123 -0.40
H -1.799 -0.253 -0.582 0.02
H 2.646 0.374 -0.462 0.07
H 0.127 -1.590 2.260 0.05
```

Energy relative to the best compared isomer or geometry (same formula, charge and spin) = 3.521 eV
Spin multiplicity = 1
HOMO-LUMO gap = 9.454 eV
Total charge = 0